This record from the OMol25 dataset describes 2 unconnected molecules or ions with the total composition C3H6FNO4S in a non-equilibrium geometry. The level of theory is ωB97M-V with the def2-TZVPD basis set.

```
! RIJCOSX wB97M-V def2-TZVPD def2/J DEFGRID3
* xyz 0 1
C -2.08 -1.14 -0.73
C -1.45 -0.49 0.25
C -0.82 0.91 0.14
N 0.50 0.61 -0.32
O 1.24 -1.74 -0.62
O 1.13 -0.89 1.72
O 2.99 -0.23 0.29
O 1.54 2.15 0.38
F 0.74 0.78 -1.65
S 1.66 -0.79 0.41
H -2.51 -2.15 -0.62
H -2.22 -0.94 -1.77
H -1.12 -0.83 1.26
H -0.61 1.37 1.08
H -1.48 1.65 -0.31
H 2.51 1.73 0.48
*
```

The energy above the lowest of the compared OMol25 structures with the same formula, charge and spin is 80.0 kcal per mole.

This record from the OMol25 dataset describes a molecular structure, C43H47Cl2N8NiO in a non-equilibrium geometry. The level of theory is ωB97M-V with the def2-TZVPD basis set.

```
! RIJCOSX wB97M-V def2-TZVPD def2/J DEFGRID3
* xyz 1 3
Ni 0.17 -2.79 -1.11
C -0.45 0.34 1.79
C 0.24 0.21 0.48
O 0.46 -1.13 0.08
H -0.05 -0.38 2.51
H -1.52 0.13 1.68
H -0.24 1.24 2.37
H 1.11 0.87 0.50
H -0.44 0.68 -0.23
N 5.63 0.63 -3.02
C 6.03 0.86 -1.73
C 5.25 1.40 -0.75
C 3.88 1.62 -1.05
C 3.44 1.34 -2.38
C 4.30 0.82 -3.29
H 7.07 0.64 -1.56
H 5.65 1.66 0.21
H 3.23 1.98 -0.26
H 2.36 1.30 -2.51
H 3.99 0.50 -4.27
N -2.00 -2.28 -1.30
C -2.60 -2.43 -2.53
C -3.94 -2.24 -2.87
C -4.74 -1.85 -1.83
C -4.22 -1.54 -0.59
C -2.88 -1.86 -0.32
H -1.97 -2.80 -3.33
H -4.41 -2.35 -3.84
H -5.77 -1.64 -2.09
H -4.81 -1.14 0.22
H -2.58 -1.88 0.72
N 2.48 2.29 6.11
C 2.26 3.55 5.57
C 2.08 3.77 4.20
C 2.03 2.70 3.33
C 2.27 1.36 3.84
C 2.52 1.26 5.23
H 2.16 4.42 6.21
H 1.91 4.81 3.96
H 1.85 2.78 2.27
H 2.28 0.46 3.25
H 2.77 0.32 5.70
N -3.91 5.49 2.89
C -2.97 5.00 2.02
C -2.89 3.68 1.54
C -3.83 2.78 2.08
C -4.77 3.24 3.00
C -4.77 4.55 3.42
H -2.19 5.70 1.74
H -2.10 3.36 0.89
H -3.86 1.76 1.71
H -5.44 2.58 3.52
H -5.54 4.86 4.11
N 0.55 -1.53 -2.89
C 1.54 -1.78 -3.79
C 1.87 -0.97 -4.91
C 1.13 0.17 -5.08
C 0.16 0.50 -4.15
C -0.09 -0.33 -3.05
H 2.04 -2.73 -3.66
H 2.67 -1.31 -5.54
H 1.20 0.78 -5.97
H -0.39 1.42 -4.26
H -0.85 -0.11 -2.32
N -1.84 3.44 -2.26
C -2.67 2.38 -2.17
C -3.28 1.79 -3.27
C -2.98 2.26 -4.57
C -2.10 3.32 -4.71
C -1.52 3.84 -3.54
H -2.80 1.96 -1.18
H -3.99 0.99 -3.18
H -3.45 1.87 -5.46
H -1.98 3.73 -5.70
H -0.92 4.72 -3.68
N -0.62 -4.00 0.56
C 0.12 -3.99 1.73
C -0.18 -4.82 2.81
C -1.31 -5.68 2.77
C -1.99 -5.72 1.57
C -1.69 -4.86 0.52
H 1.03 -3.42 1.61
H 0.47 -4.87 3.68
H -1.63 -6.39 3.52
H -2.87 -6.33 1.45
H -2.38 -4.75 -0.30
N 2.34 -3.14 -0.96
C 2.81 -4.39 -0.58
C 4.14 -4.71 -0.43
C 5.02 -3.74 -0.75
C 4.64 -2.43 -1.08
C 3.31 -2.19 -1.18
H 2.04 -5.07 -0.27
H 4.48 -5.63 0.02
H 6.06 -4.01 -0.60
H 5.35 -1.62 -1.21
H 2.94 -1.22 -1.48
C -1.34 1.52 5.40
Cl -1.33 0.77 6.94
Cl -1.89 3.21 5.55
H -0.34 1.45 4.99
H -2.00 0.92 4.78
*
```

The energy above the lowest of the compared OMol25 structures with the same formula, charge and spin is 8.2 kcal per mole. Its expectation value of S² is 2.01.